{"formula": "C37H44FN5RhS", "method": "ωB97M-V/def2-TZVPD", "orbital_gap_ev": 5.9, "total_charge": -1, "total_energy_ev": -63100.860, "fmax_ev_per_a": 1.1, "molar_mass_g_mol": 712.76, "homo_ev": -4.03, "elements": ["Rh", "C", "C", "C", "C", "C", "C", "C", "N", "C", "C", "C", "C", "C", "C", "C", "C", "C", "C", "N", "C", "C", "C", "N", "C", "C", "C", "C", "C", "C", "C", "C", "C", "C", "C", "C", "C", "C", "N", "C", "C", "H", "H", "H", "H", "H", "H", "H", "H", "H", "H", "H", "H", "H", "H", "H", "H", "H", "H", "H", "H", "H", "H", "H", "H", "H", "H", "H", "H", "H", "H", "H", "H", "H", "H", "H", "H", "H", "H", "H", "H", "H", "H", "H", "H", "F", "S", "C", "N"], "positions_angstrom": [[-0.007407, 0.671919, 0.030695], [-5.687162, -0.904723, 2.073393], [-5.407918, 0.533025, 1.624567], [-4.236955, 0.623044, 0.698318], [-4.232415, 0.639675, -0.658649], [-5.395603, 0.573461, -1.597143], [-5.601148, -0.829036, -2.178773], [-2.839903, 0.682076, -1.064911], [-2.041295, 0.683929, 0.027511], [-2.847841, 0.653354, 1.115633], [-2.421150, 0.642083, 2.431290], [-1.107993, 0.653338, 2.866773], [-0.698763, 0.628496, 4.257249], [-1.631972, 0.537732, 5.422830], [-2.108176, -0.895306, 5.680409], [0.659060, 0.650261, 4.260763], [1.074490, 0.683944, 2.872196], [2.389919, 0.694069, 2.443560], [2.824342, 0.682852, 1.130603], [2.025053, 0.681135, 0.037913], [2.830853, 0.659758, -1.049558], [2.403258, 0.655431, -2.365065], [1.090933, 0.670542, -2.799359], [-0.001184, 0.684557, -1.999154], [-1.089625, 0.707256, -2.805085], [-2.404488, 0.710372, -2.377900], [-0.673458, 0.697440, -4.195790], [0.682577, 0.670995, -4.191966], [1.617564, 0.591042, -5.356580], [2.122653, -0.834650, -5.601590], [-1.604276, 0.654046, -5.365825], [-2.140274, -0.756283, -5.632711], [4.221419, 0.637656, -0.633376], [4.216982, 0.652105, 0.723420], [5.381772, 0.589218, 1.660187], [5.610879, -0.820172, 2.215578], [5.390628, 0.562998, -1.563571], [5.659624, -0.864728, -2.049788], [-0.015016, 0.681882, 2.065922], [1.589975, 0.587545, 5.430524], [2.099890, -0.832408, 5.695837], [-6.542236, -0.949810, 2.751488], [-4.818887, -1.325174, 2.583052], [-5.897977, -1.540325, 1.212033], [-5.232856, 1.160090, 2.502695], [-6.293916, 0.937356, 1.129041], [-5.251115, 1.287472, -2.412888], [-6.302471, 0.883429, -1.072344], [-4.708331, -1.165225, -2.707358], [-6.442609, -0.849031, -2.874778], [-5.796666, -1.549144, -1.382752], [-3.189133, 0.619240, 3.194406], [-2.498643, 1.181878, 5.251648], [-1.133743, 0.921479, 6.316457], [-2.627319, -1.292429, 4.806896], [-2.785697, -0.940326, 6.535897], [-1.259569, -1.551394, 5.879371], [3.154514, 0.700728, 3.210379], [3.170295, 0.643001, -3.129137], [-3.168062, 0.729852, -3.145432], [2.469831, 1.256200, -5.191621], [1.110955, 0.955247, -6.253476], [2.659706, -1.212001, -4.730540], [2.791426, -0.874525, -6.464230], [1.286630, -1.511363, -5.782992], [-1.086044, 1.019331, -6.255625], [-2.442284, 1.335512, -5.195015], [-1.318885, -1.448480, -5.822700], [-2.808376, -0.769177, -6.496709], [-2.687202, -1.133420, -4.767515], [5.229036, 1.287027, 2.488206], [6.282350, 0.921479, 1.138343], [4.736647, -1.166853, 2.768273], [6.474732, -0.846759, 2.883445], [5.782226, -1.527914, 1.403203], [6.280571, 0.951118, -1.062307], [5.215049, 1.212116, -2.425627], [5.896163, -1.518256, -1.208692], [6.495261, -0.893227, -2.752495], [4.778810, -1.277249, -2.543685], [1.079999, 0.963252, 6.320904], [2.441380, 1.251521, 5.258963], [1.266876, -1.507846, 5.896065], [2.776542, -0.857247, 6.552800], [2.630244, -1.220759, 4.825105], [-0.013636, 2.615317, 0.053073], [-0.047367, -1.790641, 0.198447], [0.231217, -2.929104, -0.993678], [0.414750, -3.774852, -1.766928]], "forces_ev_per_angstrom": [[0.110, -0.735, -0.570], [-0.005, 0.012, 0.008], [0.016, -0.049, -0.010], [-0.009, 0.031, 0.005], [-0.007, 0.041, -0.008], [0.033, -0.043, -0.002], [-0.013, 0.010, 0.001], [-0.011, 0.001, 0.004], [0.007, -0.008, 0.012], [0.008, -0.026, 0.002], [-0.014, 0.012, -0.004], [-0.002, -0.014, 0.006], [-0.001, 0.032, 0.005], [0.009, -0.038, -0.021], [-0.005, 0.011, 0.003], [0.018, 0.028, 0.003], [-0.015, -0.022, 0.001], [0.010, 0.011, -0.010], [0.005, -0.031, 0.023], [-0.011, 0.046, -0.026], [0.009, -0.028, 0.009], [0.021, 0.025, -0.017], [0.008, -0.027, -0.005], [-0.014, 0.088, 0.011], [0.004, -0.048, -0.003], [-0.008, 0.016, -0.015], [-0.011, 0.016, 0.000], [0.010, 0.025, -0.012], [0.005, -0.049, 0.020], [0.001, 0.012, -0.011], [-0.013, -0.046, 0.024], [0.004, 0.010, -0.011], [0.005, 0.039, -0.005], [0.004, 0.031, 0.017], [-0.020, -0.048, -0.018], [0.008, 0.010, 0.003], [-0.031, -0.056, -0.002], [0.008, 0.013, -0.004], [0.015, -0.101, 0.016], [-0.013, -0.035, -0.030], [0.003, 0.010, 0.004], [0.004, -0.003, 0.005], [0.000, -0.001, -0.005], [0.001, 0.000, 0.001], [-0.017, 0.015, -0.007], [-0.004, 0.007, 0.010], [-0.014, 0.005, 0.001], [0.000, 0.017, -0.007], [-0.001, -0.002, 0.004], [0.001, -0.003, 0.000], [0.003, 0.000, -0.001], [0.002, 0.001, -0.002], [0.007, 0.015, 0.021], [-0.008, 0.006, 0.004], [0.004, -0.001, 0.001], [-0.005, -0.003, -0.005], [0.000, 0.000, 0.004], [-0.005, -0.003, 0.003], [-0.001, -0.002, 0.002], [0.005, -0.014, -0.001], [-0.004, 0.011, -0.017], [0.003, 0.015, 0.000], [-0.016, -0.011, 0.003], [0.006, 0.004, 0.004], [0.004, -0.004, 0.007], [-0.004, 0.011, 0.002], [0.005, 0.012, -0.019], [-0.002, -0.002, 0.005], [-0.006, 0.002, 0.005], [0.011, -0.006, 0.001], [0.012, 0.007, -0.002], [0.002, 0.017, 0.007], [-0.001, -0.002, -0.008], [-0.005, -0.002, 0.006], [0.003, 0.001, 0.000], [0.001, 0.008, -0.004], [0.016, 0.014, 0.006], [-0.006, 0.000, -0.001], [0.000, -0.003, 0.001], [0.000, -0.003, 0.003], [0.005, 0.007, 0.004], [-0.007, 0.016, 0.021], [0.001, 0.001, 0.003], [0.005, -0.003, -0.004], [-0.004, -0.001, -0.001], [-0.004, 0.211, 0.044], [-0.233, 0.046, 1.061], [0.139, 0.484, -0.571], [-0.010, 0.008, 0.022]]}